(1)
Here is 12 unconnected molecules or ions with the total composition C48H96O22 at a distorted geometry from the Open Molecules 2025 dataset. Energies are from wB97M-V/def2-TZVPD.

Calculated values
HOMO level   -0.33663 Eh
ΔE to the lowest compared entry with this formula, charge and spin   26.19 kcal per mole
Gap between HOMO and LUMO   0.356 hartree
Lowest unoccupied orbital energy   0.52 eV

Geometry as XYZ:
```
166
Properties=species:S:1:pos:R:3:forces:R:3
C -3.567 1.160 0.854 -0.38 -1.19 -0.41
C -2.145 0.669 1.059 -0.02 1.97 0.21
O -1.848 -0.365 0.133 -0.65 -0.41 -0.28
C -0.583 -0.678 -0.097 0.16 0.11 1.01
O 0.370 -0.201 0.467 0.20 0.19 -0.26
O -0.558 -1.660 -0.976 -0.38 -0.17 -0.64
C 0.693 -2.130 -1.440 0.98 -0.40 0.32
H -4.213 0.307 1.070 -0.32 0.26 0.17
H -3.815 1.423 -0.177 0.41 0.04 -0.10
H -3.843 2.022 1.456 0.24 -0.10 0.23
H -2.005 0.390 2.104 0.14 -0.54 -0.11
H -1.482 1.515 0.883 0.34 -0.21 0.06
H 1.165 -2.800 -0.714 -0.33 -0.13 0.11
H 1.451 -1.360 -1.586 -0.42 0.35 -0.24
H 0.513 -2.683 -2.356 -0.02 0.15 -0.09
C 7.209 3.962 -1.762 0.33 -0.36 0.42
C 5.951 3.615 -0.967 0.15 1.23 -0.91
O 6.218 2.742 0.123 -0.05 0.03 -0.17
C 5.195 2.072 0.680 0.34 -0.23 -0.55
O 5.374 1.373 1.631 -0.13 -0.32 0.69
O 4.064 2.220 0.007 0.16 0.08 -0.47
C 2.884 1.531 0.465 0.26 0.66 0.39
H 7.869 3.095 -1.834 -0.06 -0.01 -0.10
H 7.784 4.776 -1.320 -0.02 -0.07 0.15
H 6.935 4.275 -2.768 -0.08 -0.04 -0.01
H 5.221 3.232 -1.676 -0.09 -0.41 0.34
H 5.564 4.562 -0.583 -0.30 -0.13 0.17
H 2.292 1.338 -0.423 -0.03 -0.16 0.08
H 2.396 2.267 1.096 -0.44 -0.43 0.06
H 3.131 0.639 1.035 -0.04 0.04 -0.14
C -4.235 4.254 -5.339 0.69 -0.13 0.92
C -4.263 2.941 -4.519 -1.79 1.23 -0.83
O -3.082 2.602 -3.860 1.17 -1.01 -0.39
C -2.610 3.275 -2.826 -0.47 0.67 0.25
O -3.093 4.268 -2.340 0.05 -0.22 -0.04
O -1.497 2.664 -2.401 -0.10 -0.42 -0.06
C -1.020 3.085 -1.140 0.27 0.78 1.42
H -3.711 4.998 -4.736 -0.12 0.14 -0.09
H -5.249 4.618 -5.493 -0.04 -0.11 -0.12
H -3.710 4.173 -6.289 -0.06 -0.20 -0.04
H -4.541 2.141 -5.202 0.54 -0.39 0.21
H -5.100 3.007 -3.819 0.23 0.07 0.31
H -0.501 4.044 -1.163 0.03 0.00 -0.44
H -0.349 2.364 -0.678 0.16 -0.31 -0.73
H -1.794 3.224 -0.382 -0.45 -0.01 -0.44
C 3.944 1.867 6.120 0.63 1.07 -0.93
C 3.507 0.452 5.853 0.41 -0.06 1.53
O 2.961 0.314 4.546 0.34 0.27 0.53
C 3.096 -0.888 4.013 -0.70 -0.87 -1.16
O 3.688 -1.850 4.406 0.61 -0.01 0.82
O 2.374 -0.890 2.894 -0.03 0.73 -0.33
C 2.372 -2.021 2.049 -0.12 -0.10 -1.30
H 3.092 2.548 6.098 -0.01 0.00 0.35
H 4.641 2.284 5.381 -0.24 -0.49 -0.46
H 4.563 2.014 7.007 -0.62 -0.44 0.49
H 2.750 0.200 6.602 -0.33 -0.05 -0.27
H 4.299 -0.267 6.064 0.16 0.05 -0.60
H 1.370 -2.442 2.060 0.13 -0.43 0.35
H 3.183 -2.736 2.167 -0.17 -0.01 0.84
H 2.497 -1.675 1.019 -0.09 0.37 0.17
C -4.672 -0.767 3.902 -0.52 0.82 -0.64
C -5.280 -0.743 5.280 -0.43 -1.23 0.81
O -4.517 0.199 6.049 0.58 0.03 -0.37
C -4.909 0.409 7.292 0.25 0.03 0.51
O -5.765 -0.191 7.882 -0.34 -0.17 -0.01
O -4.167 1.400 7.800 0.01 -0.15 -0.38
C -4.424 1.777 9.144 -0.66 0.48 0.30
H -5.114 -1.433 3.160 -0.37 -0.35 0.53
H -3.633 -1.077 4.005 0.10 0.30 -0.07
H -4.776 0.210 3.424 0.48 0.09 0.13
H -5.199 -1.770 5.664 0.39 0.28 0.48
H -6.320 -0.510 5.529 -0.13 0.20 -1.16
H -5.436 1.535 9.470 0.07 -0.34 -0.23
H -4.377 2.865 9.156 0.44 -0.05 0.16
H -3.715 1.309 9.822 0.13 0.10 -0.07
C 2.504 -7.672 -2.688 0.51 -1.23 0.60
C 1.285 -7.216 -1.877 -0.30 0.07 0.20
C 1.833 -6.192 -0.859 0.44 -0.32 -1.32
O 3.198 -6.034 -1.237 0.42 0.63 0.57
C 3.694 -7.249 -1.807 -1.03 0.95 -0.04
H 2.562 -7.243 -3.684 -0.08 0.26 0.08
H 2.472 -8.758 -2.807 0.10 0.03 -0.16
H 0.812 -8.004 -1.290 0.05 -0.31 -0.42
H 0.538 -6.808 -2.558 -0.11 0.15 0.22
H 1.767 -6.569 0.161 -0.13 0.14 0.13
H 1.331 -5.237 -0.998 0.13 0.16 0.43
H 3.924 -7.959 -1.008 -0.03 -0.21 -0.10
H 4.605 -6.952 -2.321 0.02 -0.30 -0.18
C -7.654 -2.549 -0.375 -0.78 -1.15 -0.19
C -6.233 -2.974 -0.667 0.76 0.75 -0.64
C -5.450 -1.734 -0.243 0.40 -0.55 0.57
O -6.281 -0.620 -0.517 -0.01 -0.45 -0.43
C -7.650 -1.088 -0.763 1.27 0.93 0.97
H -7.946 -2.727 0.663 0.30 0.36 0.14
H -8.370 -3.159 -0.935 -0.01 0.26 -0.21
H -6.084 -3.009 -1.753 -0.26 -0.24 -0.03
H -5.825 -3.905 -0.280 -0.35 -0.01 0.37
H -4.482 -1.725 -0.753 -0.14 0.57 -0.22
H -5.205 -1.736 0.828 -0.15 -0.14 0.08
H -7.849 -0.857 -1.809 -0.41 -0.25 0.03
H -8.213 -0.464 -0.068 -0.60 -0.11 -0.44
C 2.477 4.894 2.127 -0.43 0.95 -1.02
C 2.130 3.927 3.239 0.83 0.03 0.39
C 0.767 3.303 2.840 1.07 0.29 1.11
O 0.565 3.605 1.474 -0.26 0.23 0.20
C 1.279 4.793 1.138 0.72 -0.14 -0.03
H 3.448 4.732 1.658 -0.13 -0.41 -0.11
H 2.517 5.933 2.461 0.01 -0.08 0.23
H 2.159 4.486 4.176 -0.64 -0.21 0.11
H 2.950 3.217 3.367 -0.33 -0.40 -0.24
H 0.022 3.728 3.520 -0.43 0.06 -0.40
H 0.801 2.226 3.003 -0.22 -0.09 -0.34
H 0.684 5.707 1.206 -0.43 -0.20 0.16
H 1.575 4.689 0.094 0.11 -0.02 0.00
C 0.499 -0.329 -5.210 1.21 0.08 -0.45
C 0.305 0.961 -5.981 -0.07 1.31 -1.27
C -1.144 0.805 -6.446 -0.41 0.47 0.96
O -1.793 0.144 -5.357 -0.25 -0.27 -0.59
C -0.843 -0.587 -4.566 -0.56 0.50 -0.58
H 1.326 -0.336 -4.500 -0.05 0.13 0.03
H 0.782 -1.032 -5.999 -0.32 -0.54 0.38
H 0.911 1.119 -6.882 0.31 -0.78 0.09
H 0.523 1.912 -5.486 -0.60 -0.27 0.75
H -1.242 0.263 -7.393 0.19 -0.39 0.14
H -1.695 1.737 -6.591 0.23 0.16 0.05
H -1.132 -1.640 -4.590 0.09 -0.01 0.33
H -0.923 -0.145 -3.571 0.20 -0.40 0.18
C -3.654 4.241 4.052 0.49 -0.34 -0.43
C -5.143 4.187 3.750 -0.87 0.59 1.47
C -5.320 4.791 2.370 1.70 -0.65 0.31
O -4.162 4.256 1.698 -0.44 -1.11 -0.23
C -3.078 4.368 2.629 0.17 1.52 -0.73
H -3.332 3.338 4.574 0.06 -0.08 -0.17
H -3.353 5.067 4.696 -0.13 0.18 -0.19
H -5.703 4.720 4.527 -0.08 0.00 -0.15
H -5.478 3.150 3.815 -0.13 0.02 -0.45
H -5.135 5.871 2.339 -0.80 0.14 0.31
H -6.249 4.464 1.913 0.14 0.20 -0.44
H -2.725 5.388 2.404 0.35 0.03 0.73
H -2.234 3.737 2.348 -0.39 -0.47 0.00
C 4.725 -3.000 -0.649 -1.25 0.61 0.11
C 4.850 -1.471 -0.637 0.69 0.38 0.35
C 6.375 -1.307 -0.602 -0.72 0.48 1.79
O 6.901 -2.335 -1.397 -0.01 0.21 -0.52
C 5.985 -3.436 -1.366 0.40 -0.52 -0.15
H 3.769 -3.273 -1.102 0.31 -0.28 -0.51
H 4.634 -3.458 0.338 0.41 0.35 0.19
H 4.400 -0.960 0.216 0.03 -0.24 0.03
H 4.448 -0.988 -1.531 -0.07 -0.30 -0.18
H 6.693 -1.427 0.448 -0.01 -0.30 -0.05
H 6.702 -0.283 -0.794 0.25 -0.28 -0.98
H 6.456 -4.262 -0.829 0.04 -0.07 -0.10
H 5.810 -3.751 -2.397 -0.02 0.00 -0.01
C 3.558 -4.909 -5.324 -0.56 1.41 0.05
C 2.291 -4.591 -6.137 0.18 -1.18 -0.35
C 1.341 -3.957 -5.171 -0.14 -0.40 0.89
O 2.165 -3.205 -4.282 0.04 0.70 -0.84
C 3.404 -3.914 -4.133 -0.26 -0.78 0.38
H 4.392 -4.650 -5.973 0.37 -0.28 0.37
H 3.593 -5.950 -5.020 0.15 0.04 0.08
H 1.912 -5.549 -6.501 -0.25 0.32 -0.45
H 2.538 -3.920 -6.958 -0.18 -0.05 -0.07
H 0.824 -4.712 -4.557 0.00 -0.19 -0.19
H 0.554 -3.373 -5.648 0.26 0.46 0.16
H 3.277 -4.434 -3.178 0.59 -0.25 -0.03
H 4.242 -3.223 -4.068 -0.20 0.24 0.02
```
Positions in Å, forces in eV/Å.

Here are the Mulliken charges for atoms 1 to 99, given in e: -0.582, 1.740, -0.303, 0.474, -0.269, -0.507, -0.359, -0.305, 0.211, -0.104, 0.343, -1.060, 0.067, 0.191, 0.234, -1.265, 0.023, -0.342, 0.834, -0.551, -0.434, 0.673, 0.317, 0.304, 0.373, 0.239, 0.189, -0.014, -0.239, -0.328, -1.100, -0.385, -0.166, 0.502, -0.604, -0.108, -0.008, 0.306, 0.369, 0.284, 0.353, 0.364, 0.480, -0.146, -0.103, -1.090, -0.360, -0.107, 0.610, -0.616, -0.148, -0.385, 0.232, 0.265, 0.416, 0.274, 0.397, 0.305, 0.508, -0.357, -0.579, -0.534, -0.173, 0.698, -0.575, -0.281, -0.716, 0.305, 0.228, -0.010, 0.339, 0.410, 0.351, 0.242, 0.273, -0.084, -0.714, 0.091, -0.327, -0.529, -0.179, 0.452, 0.276, 0.353, 0.497, -0.356, 0.337, 0.259, -0.597, -0.575, 0.371, -0.355, -0.407, 0.260, 0.352, 0.267, 0.424, 0.109, -0.355

=====

(2)
Here is 2 unconnected molecules or ions with the total composition C3H6NO4 at a distorted geometry from the Open Molecules 2025 dataset. Energies are from wB97M-V/def2-TZVPD.

Calculated values
HOMO level   -0.15425 Eh
ΔE to the lowest compared entry with this formula, charge and spin   152.52 kcal per mole
Gap between HOMO and LUMO   0.299 hartree
Lowest unoccupied orbital energy   3.95 eV
Total charge   -1

Geometry as XYZ:
```
14
Properties=species:S:1:pos:R:3:forces:R:3
C 0.525 -1.675 0.551 0.46 -1.24 0.14
C -1.743 1.372 -0.255 -2.72 0.05 -2.57
C 1.424 -0.427 0.410 1.33 -3.83 1.90
N 0.233 -2.798 0.391 0.40 4.13 0.28
O -0.590 1.839 0.076 2.28 0.16 0.77
O -0.377 -3.798 0.206 -0.99 -3.12 -0.31
O -2.003 -0.043 -0.057 -1.37 0.83 2.01
O 1.165 0.290 -0.598 -1.34 3.09 -3.74
H -2.030 1.525 -1.417 0.51 -0.05 1.57
H -2.571 1.878 0.314 0.25 -0.53 -0.25
H 1.369 0.102 1.313 0.03 0.61 1.90
H 2.404 -0.922 0.306 0.31 0.07 0.41
H -1.523 -0.632 -0.593 1.25 -0.54 -1.31
H 0.389 1.028 -0.247 -0.39 0.36 -0.80
```
Positions in Å, forces in eV/Å.

So, what does the natural (NBO) scheme give us? The charges, in e, come out as: 0.158, 0.295, -0.053, 0.136, -0.845, -0.491, -0.798, -0.768, 0.019, 0.087, 0.164, 0.150, 0.461, 0.486

=====

(3)
Here is a molecular structure, C19H18F3NaOS at a distorted geometry from the Open Molecules 2025 dataset. Energies are from wB97M-V/def2-TZVPD.

Calculated values
HOMO level   -0.19213 Eh
ΔE to the lowest compared entry with this formula, charge and spin   119.74 kcal per mole
Gap between HOMO and LUMO   0.163 hartree
Lowest unoccupied orbital energy   -0.79 eV

Geometry as XYZ:
```
43
Properties=species:S:1:pos:R:3:forces:R:3
C 1.225 1.835 2.557 0.01 -0.11 0.15
C 1.018 0.326 2.733 -0.62 -0.13 -0.48
C 1.159 -0.069 4.199 0.24 -0.11 -0.09
C -0.308 -0.201 2.195 -0.23 0.26 0.27
C -0.392 -1.545 1.826 -0.49 -0.30 0.14
C -1.609 -2.081 1.393 -0.06 0.16 0.22
C -2.761 -1.281 1.366 0.19 0.16 0.17
C -2.674 0.063 1.759 0.06 -0.06 0.03
C -1.446 0.608 2.161 -0.20 -0.32 -0.07
O 2.058 -0.406 2.039 0.82 0.29 -1.00
S 2.137 -0.071 0.366 0.24 0.47 0.97
C 2.437 -1.729 -0.203 -0.52 -1.30 -0.42
F 3.044 -1.689 -1.442 -0.66 0.03 1.37
F 3.218 -2.434 0.648 -0.63 0.38 -0.88
F 1.256 -2.436 -0.368 1.59 0.38 -0.03
H 0.535 2.385 3.209 0.19 -0.07 -0.18
H 2.251 2.086 2.856 -0.22 -0.04 -0.07
H 1.061 2.162 1.523 -0.02 -0.10 0.17
H 0.366 0.415 4.775 0.10 -0.08 -0.06
H 1.065 -1.155 4.306 0.02 0.23 0.01
H 2.134 0.253 4.579 -0.11 -0.06 0.02
H 0.487 -2.196 1.904 -0.46 0.40 -0.07
H -1.646 -3.128 1.075 -0.07 0.42 0.15
H -3.721 -1.699 1.036 0.48 0.22 0.14
H -3.565 0.702 1.757 0.35 -0.32 -0.07
H -1.370 1.658 2.475 -0.19 -0.52 -0.24
C -0.007 1.196 -5.068 1.13 -1.46 0.34
Na 1.551 -0.740 -5.384 -0.45 0.69 -0.01
C 1.144 1.134 -3.409 0.34 0.13 -2.45
C 0.720 2.116 -2.477 -2.47 0.82 -0.33
C -0.614 1.733 -2.575 0.12 0.25 -1.26
C -0.386 0.693 -3.742 3.79 0.14 1.25
C -0.911 -0.691 -3.622 -0.42 -0.06 -0.43
C -1.871 -0.766 -2.664 1.59 -1.74 -2.23
C -1.346 -0.152 -1.503 -1.77 2.45 3.54
C -1.208 1.215 -1.433 -1.22 -0.50 2.01
H -0.547 2.069 -5.482 0.81 0.33 0.88
H 2.165 0.700 -3.402 -0.72 0.13 -0.62
H 1.099 2.868 -1.781 0.45 -0.64 -0.26
H -0.498 -1.512 -4.266 -1.35 0.81 -0.42
H -2.805 -1.291 -2.739 0.14 -0.96 0.43
H -1.088 -0.791 -0.639 -0.89 0.49 -0.40
H -1.358 1.847 -0.534 1.09 -0.73 -0.17
```
Positions in Å, forces in eV/Å.

So, what does the natural (NBO) scheme give us? The charges, in e, come out as: -0.649, 0.244, -0.612, -0.078, -0.155, -0.232, -0.207, -0.199, -0.219, -0.655, 0.517, 0.794, -0.332, -0.308, -0.333, 0.222, 0.228, 0.225, 0.221, 0.226, 0.218, 0.219, 0.218, 0.219, 0.218, 0.214, -0.498, 0.884, -0.414, -0.172, -0.064, -0.228, -0.150, -0.233, -0.326, -0.202, 0.172, 0.199, 0.216, 0.155, 0.213, 0.239, 0.206

=====

(4)
Here is 2 unconnected molecules or ions with the total composition C5H10O2 from the Open Molecules 2025 dataset. Energies are from wB97M-V/def2-TZVPD.

Calculated values
HOMO level   -0.35013 Eh
ΔE to the lowest compared entry with this formula, charge and spin   45.67 kcal per mole
Gap between HOMO and LUMO   0.385 hartree
Lowest unoccupied orbital energy   0.96 eV

Geometry as XYZ:
```
17
Properties=species:S:1:pos:R:3:forces:R:3
C 2.154 0.143 1.373 0.05 0.06 0.03
C 0.801 -0.391 0.989 -0.18 0.13 0.10
C -0.158 0.350 0.435 0.12 -0.06 0.29
C -1.547 -0.153 0.146 -0.02 -0.11 0.00
C -2.186 0.445 -1.089 -0.14 -0.17 -0.12
O -2.668 -0.214 -1.978 0.24 0.22 0.32
H 2.954 -0.594 1.242 -0.19 0.10 -0.02
H 2.409 1.034 0.789 -0.06 -0.13 0.11
H 2.144 0.427 2.432 0.11 -0.05 -0.12
H 0.591 -1.437 1.223 0.00 0.16 0.03
H 0.056 1.384 0.159 -0.05 -0.13 0.14
H -2.185 0.127 0.998 -0.07 -0.01 -0.13
H -1.579 -1.243 0.049 0.03 0.15 0.09
H -2.234 1.554 -1.126 0.09 -0.09 0.00
O 0.640 -0.181 -2.092 0.04 -0.23 -0.29
H 0.920 -0.511 -1.227 -0.04 0.12 -0.26
H -0.112 -0.739 -2.323 0.06 0.03 -0.16
```
Positions in Å, forces in eV/Å.

So, what does the natural (NBO) scheme give us? The charges, in e, come out as: -0.645, -0.221, -0.167, -0.556, 0.462, -0.527, 0.219, 0.218, 0.222, 0.199, 0.209, 0.242, 0.231, 0.111, -0.945, 0.477, 0.471

=====

Among the records above, which one has the lowest gap between HOMO and LUMO? C19H18F3NaOS